[1]
An isolated ion of composition C7H10N and charge +1 in a non-equilibrium geometry, computed with ωB97M-V/def2-TZVPD.

Geometry as ORCA input:
```
! RIJCOSX wB97M-V def2-TZVPD def2/J DEFGRID3
* xyz 1 1
C 0.15 -2.47 0.34
C -0.40 0.75 -0.61
C -2.29 -0.95 0.09
C -1.17 -0.50 -0.86
C 0.54 0.66 0.51
C -0.91 -1.54 0.18
C 2.00 0.87 0.43
N 0.40 -1.34 0.90
H 0.65 -3.46 0.33
H 0.31 1.11 -1.46
H -1.28 1.45 -0.49
H -2.48 -0.25 0.82
H -3.04 -1.72 -0.15
H -1.47 -0.79 -1.84
H 0.32 0.81 1.49
H 2.13 1.86 0.18
H 2.26 0.23 -0.31
H 2.56 0.84 1.26
*
```

Values from the calculation:
**HOMO energy**: -0.51989 Eh
**Frontier orbital gap**: 8.856 eV
**Lowest unoccupied orbital energy**: -5.29 eV

Here are the Mulliken charges for atoms 1 to 8, given in e: number 1, C, carries -0.175; number 2, C, carries -0.437; number 3, C, carries -0.768; number 4, C, carries -0.240; number 5, C, carries 0.209; number 6, C, carries 0.502; number 7, C, carries -1.474; number 8, N, carries -0.416



[2]
C3H10N5 as an isolated structure in a non-equilibrium geometry, computed with ωB97M-V/def2-TZVPD.

Geometry as ORCA input:
```
! RIJCOSX wB97M-V def2-TZVPD def2/J DEFGRID3
* xyz 1 1
C 1.05 0.25 0.28
C 2.45 0.66 0.25
C 0.10 2.49 -0.67
N 0.49 -0.87 0.64
N -0.82 -0.67 0.36
N -1.15 0.49 -0.13
N -0.03 1.16 -0.19
N -2.18 -2.80 0.18
H 2.82 0.77 -0.90
H 2.97 -0.17 0.67
H 2.57 1.62 0.84
H -0.86 2.76 -0.67
H 0.53 3.04 0.09
H 0.65 2.53 -1.53
H -2.55 -3.04 -0.81
H -1.48 -1.80 0.26
H -1.56 -3.56 0.48
H -3.01 -2.87 0.85
*
```

Values from the calculation:
**HOMO energy**: -0.53166 Eh
**Frontier orbital gap**: 11.625 eV
**Lowest unoccupied orbital energy**: -2.84 eV

Here are the Mulliken charges for atoms 1 to 8, given in e: number 1, C, carries 0.557; number 2, C, carries -1.051; number 3, C, carries -0.924; number 4, N, carries -0.550; number 5, N, carries 0.182; number 6, N, carries -0.773; number 7, N, carries 0.592; number 8, N, carries -0.737



[3]
C33H30CsFN7OPS as an isolated structure in a non-equilibrium geometry, computed with ωB97M-V/def2-TZVPD.

Geometry as ORCA input:
```
! RIJCOSX wB97M-V def2-TZVPD def2/J DEFGRID3
* xyz -2 1
Cs 0.14 -1.66 -0.78
N -1.11 -6.74 -3.85
C -1.06 -5.84 -2.78
S 0.46 -5.55 -2.06
N -2.25 -5.41 -2.42
N -2.30 -4.46 -1.48
C -3.37 -4.42 -0.78
C -3.61 -3.38 0.22
C -4.67 -3.54 1.12
C -4.92 -2.55 2.06
C -4.12 -1.42 2.07
C -3.09 -1.35 1.14
N -2.83 -2.30 0.25
H -0.23 -6.79 -4.32
H -1.91 -6.58 -4.45
H -4.15 -5.18 -0.93
H -5.28 -4.43 1.07
H -5.73 -2.66 2.77
H -4.28 -0.62 2.78
H -2.45 -0.47 1.10
C -0.29 5.07 3.99
C -1.45 4.32 3.83
C -1.56 3.42 2.78
C -0.54 3.26 1.84
C 0.62 4.02 2.01
C 0.74 4.91 3.07
P -0.87 2.07 0.42
C 0.89 1.67 0.10
C 1.59 2.06 -1.03
C 2.94 1.78 -1.16
C 3.61 1.10 -0.15
C 2.91 0.69 0.98
C 1.56 0.97 1.10
C -1.28 3.36 -0.82
C -1.37 4.72 -0.70
C -1.76 5.49 -1.82
C -2.03 4.90 -3.03
C -1.95 3.49 -3.19
C -2.19 2.81 -4.40
C -2.04 1.44 -4.43
C -1.64 0.71 -3.28
C -1.39 1.30 -2.06
C -1.56 2.72 -2.06
H -0.19 5.76 4.81
H -2.26 4.43 4.55
H -2.47 2.83 2.66
H 1.43 3.91 1.31
H 1.66 5.49 3.18
H 1.07 2.57 -1.84
H 3.46 2.06 -2.06
H 4.66 0.86 -0.26
H 3.42 0.14 1.76
H 1.03 0.63 1.98
H -1.15 5.21 0.24
H -1.82 6.57 -1.72
H -2.32 5.52 -3.88
H -2.49 3.36 -5.28
H -2.24 0.91 -5.36
H -1.57 -0.37 -3.39
C 5.79 -2.70 1.38
N 4.40 -2.93 1.66
C 3.86 -2.80 2.98
C 2.36 -2.62 2.68
O 1.52 -2.54 3.57
N 2.18 -2.54 1.34
C 3.38 -2.65 0.75
N 3.60 -2.50 -0.52
H 6.39 -3.09 2.21
H 6.04 -1.64 1.24
H 6.10 -3.24 0.48
H 4.23 -1.91 3.51
H 4.03 -3.68 3.61
H 2.86 -1.97 -1.37
H 4.58 -2.55 -0.79
F 2.27 -1.40 -2.16
*
```

Values from the calculation:
**HOMO energy**: -0.06439 Eh
**Frontier orbital gap**: 5.579 eV
**Lowest unoccupied orbital energy**: 3.83 eV

Here are the Mulliken charges for atoms 1 to 8, given in e: number 1, Cs, carries 1.338; number 2, N, carries -0.526; number 3, C, carries 0.303; number 4, S, carries -0.497; number 5, N, carries -1.008; number 6, N, carries 0.665; number 7, C, carries -0.846; number 8, C, carries 0.673



[4]
C4H9NO3 as an isolated structure in a non-equilibrium geometry, computed with ωB97M-V/def2-TZVPD.

Geometry as ORCA input:
```
! RIJCOSX wB97M-V def2-TZVPD def2/J DEFGRID3
* xyz 0 1
C -0.13 1.13 0.14
C 0.87 0.32 -0.49
C -1.03 -1.89 0.52
N -0.64 -1.12 -0.64
C 1.25 2.15 0.00
O -1.54 -1.36 -1.70
O 2.15 2.12 1.03
O 1.21 3.10 -0.74
H -2.19 -2.03 -1.42
H 2.12 1.28 1.51
H -0.36 0.96 1.19
H -0.90 1.56 -0.49
H 1.51 -0.30 0.13
H 1.06 0.39 -1.55
H -2.07 -1.71 0.82
H -0.39 -1.62 1.36
H -0.91 -2.97 0.33
*
```

Values from the calculation:
**HOMO energy (spin up / spin down)**: -0.23117 / -0.32545 Eh
**Frontier orbital gap (spin up / spin down)**: 5.853 / 9.115 eV
**Lowest unoccupied orbital energy (spin up / spin down)**: -0.44 / 0.26 eV

Here are the Mulliken charges for atoms 1 to 8, given in e: number 1, C, carries -0.376; number 2, C, carries -0.477; number 3, C, carries -1.127; number 4, N, carries 0.009; number 5, C, carries 0.706; number 6, O, carries -0.422; number 7, O, carries -0.469; number 8, O, carries -0.577



| no. | calculated total energy (eV) |
| --- | --- |
| 1 | -8897.905 |
| 2 | -10715.655 |
| 3 | -70577.491 |
| 4 | -11919.714 |